A structure of composition C43H57BaGeN8O5S2Se at a distorted geometry. Source: OMol25; level of theory: the ωB97M-V functional and the def2-TZVPD basis.

Properties
* LUMO: 1.52 eV
* relative energy (zero: lowest compared OMol25 entry of this formula, charge and spin): 2.546 eV
* DFT total energy: -211904.637 eV
* max |F|: 5.380 eV/A

```
! wB97M-V def2-TZVPD RIJCOSX def2/J DEFGRID3
* xyz -1 1
C 3.18580 -2.13801 -1.13074
H -4.75737 -1.08917 -4.64561
H -5.77822 -2.74679 3.49931
H -4.39622 -1.87810 -3.11444
C -4.57344 -1.18618 4.30979
C -4.18765 -2.23034 2.16560
C -1.26447 0.05938 -3.34841
H -1.79752 1.93594 -4.25682
H -6.51010 -1.35377 -0.53737
Ba 0.53435 0.54537 1.07663
H -1.95102 -0.37660 -4.08182
H -0.28261 4.45464 -0.93257
H -5.32370 2.19295 -1.97003
C -0.51598 2.09810 4.05570
H 1.09811 2.99044 -4.06487
C -1.22069 3.89481 -0.90236
H -0.35526 -0.55091 -3.33068
H 5.68240 -2.22126 5.08062
H 2.22396 3.40719 2.63015
H 3.27342 -0.70687 -4.63815
H 1.54866 3.25979 -0.31168
N 6.87887 -2.98200 -6.38951
C 7.09257 -3.52742 -5.20754
Se -3.98185 0.69966 -0.45237
C -0.90299 1.48472 -3.80612
H -4.47131 -2.97244 1.43322
H -5.49131 2.45071 0.57391
H -7.83716 -1.77829 -1.61688
C -5.29912 1.40438 0.80907
C 4.61397 -2.05002 5.05762
C -2.73993 -0.46773 2.86544
H -4.85341 1.32800 1.79936
C 6.28731 -3.28034 -4.10295
C 4.56071 -2.42949 7.54135
C 5.20095 -2.43343 -4.31938
C 2.04940 2.64640 -2.20042
H 5.89304 -1.78577 2.82720
C 5.83179 -2.17429 -6.49863
C 2.63030 -1.50525 3.81674
C -0.46884 2.77100 5.28430
C 1.87295 -1.61450 4.98664
C 0.38983 -1.39536 4.99706
N 4.99101 -1.90420 -5.52332
C 3.24699 -1.10792 -3.63628
H 2.36091 4.52250 4.78977
C 4.21941 -2.04848 -3.29118
C 1.54239 3.84064 4.59223
C -1.48295 3.17476 -2.22528
H 4.18067 -1.77890 8.32703
H -5.82489 -2.35009 -4.03574
O 2.53481 -0.05643 1.96461
C 1.45990 3.19331 3.37047
S 5.33658 -1.55235 -8.14837
H 3.12435 -2.52304 -0.12168
H 2.45734 1.72760 -2.61365
C 4.17904 -2.56761 -1.99891
N 2.25032 -1.26306 -1.46788
H -1.93694 -0.87349 -1.67883
H 2.80629 3.43255 -2.34642
C -4.89721 1.20019 -2.10898
H -0.15481 1.39461 -4.59546
C -3.08913 -1.43202 1.92320
H 6.50434 -3.72042 -3.14293
N -1.16495 2.95444 0.20348
H -6.95838 1.27527 -4.80084
O 0.90268 -1.51529 2.17425
C 1.97512 -1.00983 2.54767
C 0.81106 3.07679 -3.01047
C 2.51821 -1.91542 6.17824
S -2.80061 0.85496 5.07757
O 6.55611 -1.16345 -8.83479
C -7.21473 -0.96084 -1.26464
H 5.63710 -2.29533 7.46055
C 0.57495 3.62230 5.56450
H 1.51323 -0.05627 -2.93814
C -1.57158 1.14998 3.82687
H -7.85461 -0.23472 -0.77163
H 4.65512 -0.76472 2.06764
H -8.01699 1.60091 -3.43133
H -1.29897 0.61966 -1.43147
H 4.88923 -3.31164 -1.67595
N 1.78313 2.39857 -0.79095
Ge -6.22517 -0.13397 -2.76873
C 4.83330 -1.69761 2.59645
H 0.63547 4.11503 6.52515
H -5.11603 -1.10568 5.23942
O 4.42316 -0.45127 -7.88204
O 4.69300 -2.76638 -8.64278
H -1.26033 2.61374 6.00904
H 7.95151 -4.18591 -5.13187
C -3.48479 -0.37148 4.06115
C 0.46092 2.27133 3.05090
H -4.09314 1.25869 -2.83892
H 0.14898 -0.41731 4.58716
N -0.40436 2.32725 -2.71997
C -5.19841 -1.51141 -3.74739
H 0.62592 4.14130 -2.82975
N -1.70712 0.41010 2.77846
N -1.90766 0.07551 -2.04154
C -7.49430 0.81831 -3.97425
H -2.03689 4.62793 -0.77740
C -4.92663 -2.10403 3.34008
H 4.55149 -2.51474 1.93209
H -2.47815 -1.54987 1.03986
C 3.88819 -2.12156 6.23553
H -2.34920 2.53105 -2.06545
H -2.07331 2.50737 0.30414
H -1.75967 3.94253 -2.97618
H -8.23442 0.13911 -4.38596
C 2.28934 -0.76831 -2.70126
H 2.62591 2.04087 -0.35708
H -0.97713 3.44402 1.07115
H -6.22512 0.83658 0.78090
H 1.93620 -1.98197 7.08763
H 4.36247 -3.46234 7.83000
C 4.00662 -1.74487 3.84760
H -0.00053 -1.45682 6.01229
H -0.11185 -2.13787 4.37820
*
```